The following is a DFT calculation (the ωB97M-V functional and the def2-TZVPD basis) of a gas-phase ion, C34H43N4O5 (charge +1) at a distorted geometry.

Results
E_HOMO in eV: -10.7
Charge: +1
2S+1: 1
Kohn-Sham gap in eV: 6.5
Relative energy (zero: lowest compared OMol25 entry of this formula, charge and spin) in eV: 0.385

The geometry in XYZ format:
```
86
Properties=species:S:1:pos:R:3:forces:R:3
C 0.854 -3.363 -1.456 -0.197 -0.916 -0.059
O 0.276 -2.126 -1.928 0.300 0.221 -0.958
C 0.952 -1.584 -2.961 1.032 -0.876 0.757
O 2.049 -1.958 -3.329 -1.111 0.516 0.169
C 0.198 -0.458 -3.627 -0.596 -0.614 0.158
C -0.254 -0.938 -5.028 -0.766 0.508 0.344
C 0.875 -0.568 -5.961 0.852 -0.492 -0.508
C 1.680 0.532 -5.254 0.284 -0.559 -1.427
N 1.178 0.582 -3.889 -0.108 3.183 1.775
C 1.567 1.550 -3.014 0.456 -2.965 -0.593
C 2.841 2.211 -3.513 0.244 0.922 -0.209
C 3.617 3.085 -2.531 -0.289 -0.235 0.092
C 3.640 2.367 -1.178 1.138 0.396 -0.217
C 2.272 2.077 -0.579 0.700 0.252 1.091
C 1.171 1.525 -1.534 0.337 -1.041 1.802
C -0.191 1.700 -0.626 -1.309 0.828 -1.019
C -0.175 1.155 0.823 -0.423 -0.952 -0.501
C -0.079 -0.127 1.250 0.666 0.292 0.238
N -0.319 -0.629 2.526 0.343 -0.007 -0.995
C -0.281 -2.083 2.718 0.650 0.014 0.563
C -1.275 -2.844 1.866 -0.487 -0.348 -0.189
C -1.132 -4.348 2.006 -0.045 0.038 -0.165
C -2.268 -5.122 2.269 0.402 -0.102 0.089
C -2.149 -6.500 2.454 0.321 0.014 -0.129
C -0.891 -7.113 2.346 -0.108 0.213 -0.054
C 0.239 -6.344 2.038 -0.212 0.203 -0.036
C 0.119 -4.960 1.867 -0.328 -0.371 0.070
C -0.558 -2.246 4.212 0.151 -0.598 0.812
O -0.552 -3.283 4.878 -0.031 1.264 -1.227
N -0.773 -0.999 4.712 -0.023 -0.435 -0.456
C -1.187 -0.856 6.088 -0.024 0.347 -0.074
C -0.887 0.064 3.701 -0.466 -0.221 0.402
C -2.373 0.428 3.513 0.301 -0.098 -0.059
C -0.106 1.285 4.191 0.239 -0.081 0.123
C -0.579 3.182 -0.577 -1.339 -0.490 0.063
C -0.971 3.696 -1.808 0.349 1.314 -0.098
C -1.629 4.917 -1.907 -0.160 0.475 0.253
C -1.986 5.622 -0.740 0.982 -2.714 0.023
N -2.929 6.670 -0.807 -2.507 3.182 -0.113
O -3.320 7.187 0.265 0.918 -1.107 -1.979
O -3.363 7.025 -1.927 1.034 -0.838 2.001
C -1.608 5.104 0.505 -0.032 0.415 -0.639
C -0.899 3.911 0.584 0.640 0.408 -0.027
H 0.029 -3.907 -0.963 0.458 0.285 -0.194
H 1.247 -3.955 -2.318 -0.274 0.523 0.822
H 1.651 -3.150 -0.737 -0.091 -0.067 -0.231
H -0.646 -0.138 -2.996 0.445 0.064 -0.296
H -0.512 -1.995 -5.060 0.079 0.021 0.166
H -1.159 -0.383 -5.279 -0.035 -0.024 -0.038
H 1.511 -1.442 -6.179 -0.178 0.375 0.268
H 0.531 -0.207 -6.931 -0.149 -0.060 0.158
H 2.752 0.294 -5.299 -0.340 0.112 0.275
H 1.525 1.467 -5.813 0.073 0.031 0.667
H 3.574 1.506 -3.975 -0.927 -0.146 0.654
H 2.549 2.799 -4.381 -0.149 0.312 -0.237
H 3.171 4.080 -2.484 -0.131 -0.027 0.302
H 4.643 3.247 -2.908 -0.491 -0.214 0.131
H 4.249 2.993 -0.510 -0.404 -0.231 0.153
H 4.239 1.448 -1.282 -0.305 0.053 -0.139
H 1.968 3.010 0.007 -0.158 -1.173 -1.055
H 2.435 1.291 0.206 -0.328 0.780 -0.631
H 0.990 0.459 -1.306 1.378 -0.355 -0.710
H -1.003 1.204 -1.291 1.061 0.668 1.412
H -0.592 1.790 1.579 -0.024 0.509 -0.338
H 0.384 -0.841 0.553 -0.492 -0.220 0.390
H 0.743 -2.467 2.564 -0.304 0.173 -0.128
H -2.303 -2.554 2.152 0.396 -0.031 -0.167
H -1.131 -2.536 0.820 -0.085 -0.072 0.113
H -3.236 -4.622 2.350 0.242 -0.234 0.037
H -3.036 -7.094 2.679 0.299 0.137 -0.059
H -0.792 -8.192 2.494 -0.045 0.402 -0.051
H 1.218 -6.815 1.931 -0.309 0.083 0.077
H 1.000 -4.353 1.637 -0.248 -0.300 0.114
H -0.911 -1.777 6.594 -0.047 0.075 0.053
H -0.668 -0.009 6.533 -0.055 -0.026 0.171
H -2.267 -0.707 6.160 0.041 -0.012 0.100
H -2.984 -0.479 3.432 0.119 0.199 -0.092
H -2.701 0.999 4.386 -0.128 -0.054 -0.191
H -2.491 1.038 2.616 -0.146 0.010 0.074
H 0.853 0.959 4.624 -0.281 0.187 -0.199
H 0.092 1.988 3.382 0.000 -0.003 0.166
H -0.701 1.798 4.968 0.385 -0.196 -0.356
H -0.669 3.184 -2.722 -0.331 -0.023 0.136
H -1.911 5.344 -2.865 -0.030 -0.190 0.135
H -1.894 5.636 1.401 0.021 -0.002 0.003
H -0.542 3.662 1.589 -0.286 -0.286 -0.565
```
Forces are in eV/Å.

These are the Mulliken partial charges, in e, on atoms 1 to 5: -0.736 -0.231 0.137 -0.588 0.367